# 1
{
  "formula": "C18H40IrN5OP3",
  "method": "ωB97M-V/def2-TZVPD",
  "orbital_gap_ev": [6.08, 4.11],
  "homo_energy_ev": [-17.56, -20.64],
  "multiplicity": 6,
  "total_charge": 4,
  "elements": ["Ir", "P", "P", "P", "H", "C", "C", "H", "C", "C", "C", "C", "C", "C", "C", "C", "C", "H", "H", "H", "H", "H", "H", "H", "H", "H", "H", "H", "H", "H", "H", "H", "H", "H", "H", "H", "H", "H", "H", "H", "H", "H", "H", "H", "H", "H", "C", "C", "C", "C", "C", "C", "O", "H", "H", "H", "H", "H", "H", "N", "N", "N", "C", "N", "N", "H", "H", "H"],
  "positions_angstrom": [[0.375, 1.734, -0.845], [1.441, 0.140, 0.479], [1.863, 3.281, -0.606], [-1.321, -3.416, -1.043], [0.593, 2.550, -3.513], [-0.091, 1.979, -2.906], [-1.079, 2.642, -2.167], [-0.960, 3.697, -1.952], [2.760, -0.945, -0.269], [2.371, 0.851, 1.935], [0.714, -1.165, 1.641], [1.746, 4.681, -1.768], [1.397, 3.769, 1.098], [3.520, 2.515, -0.809], [-2.609, -3.884, -2.201], [-2.043, -2.723, 0.457], [0.316, -4.185, -1.260], [-0.320, 0.983, -3.287], [-2.078, 2.231, -2.369], [3.539, -1.160, 0.488], [3.233, -0.453, -1.130], [2.313, -1.899, -0.608], [2.799, 0.026, 2.532], [1.629, 1.368, 2.558], [3.174, 1.542, 1.667], [0.459, -2.106, 1.118], [-0.190, -0.730, 2.101], [1.448, -1.392, 2.448], [2.695, 5.236, -1.672], [0.892, 5.318, -1.483], [1.604, 4.313, -2.798], [2.231, 3.745, 1.802], [0.620, 3.087, 1.472], [0.970, 4.773, 1.097], [4.232, 3.282, -1.131], [3.447, 1.745, -1.597], [3.894, 2.039, 0.111], [-3.139, -4.751, -1.788], [-2.154, -4.101, -3.179], [-3.293, -3.021, -2.272], [-3.139, -2.737, 0.402], [-1.734, -1.667, 0.616], [-1.760, -3.326, 1.322], [0.183, -5.219, -1.631], [0.867, -4.179, -0.301], [0.904, -3.614, -2.013], [-2.110, -1.002, -3.799], [-1.226, -1.760, -4.640], [-1.572, -1.904, -5.981], [-2.672, -1.238, -6.542], [-3.514, -0.432, -5.735], [-3.200, -0.266, -4.395], [-2.058, -1.083, -2.522], [-0.983, -2.167, -1.571], [-0.414, -2.327, -4.145], [-0.971, -2.576, -6.596], [-2.892, -1.358, -7.615], [-4.380, 0.074, -6.184], [-3.754, 0.364, -3.719], [-3.306, 0.679, 2.885], [-2.655, 1.268, 1.818], [-3.463, 2.062, 0.999], [-2.623, 2.300, 0.013], [-1.405, 1.673, 0.165], [-1.471, 0.971, 1.340], [-2.675, 0.459, 3.639], [-4.007, 1.367, 3.183], [-3.007, 2.909, -0.794]],
  "lowdin_charge": [1.05, 0.70, 0.64, 0.95, 0.07, -0.26, -0.24, 0.08, -0.22, -0.25, -0.24, -0.19, -0.21, -0.20, -0.18, -0.19, -0.18, 0.03, 0.08, 0.08, 0.04, 0.03, 0.07, 0.06, 0.03, 0.01, 0.01, 0.08, 0.08, 0.07, 0.06, 0.07, 0.01, 0.07, 0.08, 0.05, 0.04, 0.09, 0.07, 0.07, 0.08, 0.03, 0.08, 0.08, 0.07, 0.07, -0.35, 0.09, 0.07, 0.08, 0.08, 0.12, 0.02, 0.01, 0.15, 0.16, 0.16, 0.16, 0.14, 0.18, -0.20, 0.20, -0.16, -0.21, 0.08, 0.12, 0.14, 0.13]
}

***

# 2
{
  "formula": "C18H40IrN5P3S",
  "method": "ωB97M-V/def2-TZVPD",
  "orbital_gap_ev": [7.16, 2.21],
  "homo_energy_ev": [-19.31, -18.94],
  "multiplicity": 6,
  "total_charge": 4,
  "elements": ["Ir", "P", "P", "P", "H", "C", "C", "H", "C", "C", "C", "C", "C", "C", "C", "C", "C", "H", "H", "H", "H", "H", "H", "H", "H", "H", "H", "H", "H", "H", "H", "H", "H", "H", "H", "H", "H", "H", "H", "H", "H", "H", "H", "H", "H", "H", "C", "C", "C", "C", "C", "C", "S", "H", "H", "H", "H", "H", "H", "N", "N", "N", "C", "N", "N", "H", "H", "H"],
  "positions_angstrom": [[-0.529, -0.286, -0.704], [0.239, -2.473, -1.210], [-0.443, -0.929, 1.467], [0.436, 0.349, -2.617], [1.806, 3.462, 0.167], [0.949, 3.352, -0.535], [-0.335, 3.410, 0.125], [-0.873, 4.386, 0.089], [2.041, -2.818, -0.994], [-0.420, -4.002, -0.389], [-0.099, -3.017, -2.945], [-0.841, 0.266, 2.739], [-1.779, -2.187, 1.737], [1.120, -1.689, 2.088], [0.584, 2.120, -2.551], [-0.690, -0.043, -4.008], [2.157, -0.172, -3.023], [1.052, 4.198, -1.259], [-0.961, 2.510, 0.080], [2.201, -3.901, -1.111], [2.369, -2.521, 0.009], [2.630, -2.283, -1.746], [-0.068, -4.877, -0.961], [-1.518, -3.990, -0.423], [-0.073, -4.110, 0.648], [0.075, -4.104, -2.984], [0.579, -2.541, -3.667], [-1.154, -2.806, -3.191], [-1.159, -0.226, 3.660], [-1.670, 0.875, 2.387], [0.020, 0.900, 2.943], [-1.371, -3.130, 2.125], [-2.337, -2.385, 0.813], [-2.474, -1.773, 2.478], [1.094, -1.691, 3.190], [1.963, -1.056, 1.763], [1.249, -2.727, 1.741], [1.200, 2.464, -3.394], [1.099, 2.473, -1.487], [-0.436, 2.523, -2.626], [-0.166, -0.634, -4.770], [-0.978, 0.929, -4.419], [-1.599, -0.571, -3.692], [2.586, 0.617, -3.664], [2.160, -1.137, -3.558], [2.737, -0.216, -2.086], [1.255, 3.290, 3.199], [2.291, 2.604, 2.567], [3.477, 2.333, 3.264], [3.595, 2.688, 4.635], [2.562, 3.403, 5.242], [1.404, 3.704, 4.546], [-0.247, 3.886, 2.407], [-1.030, 3.040, 2.998], [2.182, 2.323, 1.503], [4.272, 1.790, 2.732], [4.500, 2.380, 5.176], [2.647, 3.668, 6.310], [0.583, 4.277, 4.957], [-5.129, -2.243, -2.674], [-4.301, -1.273, -2.154], [-4.764, -0.558, -1.071], [-3.638, -0.076, -0.550], [-2.533, -0.567, -1.183], [-2.961, -1.380, -2.187], [-4.825, -2.503, -3.616], [-6.093, -1.944, -2.608], [-3.621, 0.622, 0.273]],
  "lowdin_charge": [0.88, 0.68, 0.62, 0.62, 0.10, -0.14, -0.12, 0.10, -0.19, -0.22, -0.22, -0.25, -0.21, -0.21, -0.26, -0.19, -0.20, 0.14, 0.03, 0.09, 0.03, 0.03, 0.08, 0.06, 0.05, 0.08, 0.04, 0.04, 0.09, 0.04, 0.03, 0.07, 0.02, 0.07, 0.09, 0.06, 0.05, 0.10, -0.01, 0.09, 0.08, 0.08, 0.01, 0.08, 0.06, 0.06, -0.49, -0.11, 0.00, 0.02, -0.01, -0.04, 1.14, -0.07, 0.08, 0.14, 0.15, 0.15, 0.13, 0.21, -0.17, 0.20, -0.14, -0.23, 0.09, 0.15, 0.14, 0.13]
}

***

# 3
{
  "formula": "C18H40N2O17P4S",
  "method": "ωB97M-V/def2-TZVPD",
  "orbital_gap_ev": 8.41,
  "homo_energy_ev": -8.65,
  "multiplicity": 1,
  "elements": ["O", "C", "C", "C", "C", "C", "N", "S", "N", "C", "H", "H", "H", "H", "C", "O", "P", "O", "O", "C", "O", "C", "H", "H", "H", "H", "H", "H", "H", "H", "H", "C", "O", "P", "O", "O", "C", "O", "C", "H", "H", "H", "H", "H", "H", "H", "H", "H", "C", "O", "P", "O", "O", "C", "O", "C", "H", "H", "H", "H", "H", "H", "H", "H", "H", "C", "O", "P", "O", "O", "C", "O", "C", "H", "H", "H", "H", "H", "H", "H", "H", "H"],
  "positions_angstrom": [[-7.678, 3.709, 5.173], [-6.892, 3.357, 6.233], [-5.554, 3.149, 6.153], [-4.802, 2.745, 7.303], [-5.364, 2.534, 8.515], [-6.762, 2.743, 8.632], [-7.515, 2.604, 9.729], [-9.012, 2.979, 9.308], [-8.823, 3.334, 7.760], [-7.524, 3.162, 7.494], [-7.324, 4.494, 4.743], [-5.044, 3.284, 5.208], [-3.736, 2.598, 7.186], [-4.788, 2.217, 9.372], [-3.540, 4.267, 0.356], [-2.361, 3.463, 0.531], [-1.737, 3.303, 1.978], [-2.413, 4.075, 3.024], [-0.196, 3.629, 1.779], [0.164, 4.966, 1.409], [-1.716, 1.740, 2.142], [-0.981, 1.157, 3.230], [-3.327, 5.310, 0.580], [-3.827, 4.167, -0.687], [-4.345, 3.914, 0.995], [-0.318, 5.690, 2.066], [-0.118, 5.154, 0.372], [1.242, 5.045, 1.509], [-1.315, 1.573, 4.181], [0.086, 1.330, 3.097], [-1.179, 0.090, 3.202], [0.468, 0.510, -4.965], [0.509, 1.835, -4.409], [1.647, 2.201, -3.374], [2.536, 1.089, -3.023], [0.881, 2.871, -2.161], [-0.052, 2.050, -1.435], [2.330, 3.447, -4.057], [3.282, 4.203, -3.296], [0.252, -0.222, -4.188], [-0.332, 0.510, -5.700], [1.412, 0.262, -5.446], [0.391, 1.087, -1.182], [-0.950, 1.898, -2.033], [-0.309, 2.568, -0.520], [4.074, 3.553, -2.923], [2.787, 4.703, -2.465], [3.705, 4.944, -3.967], [2.012, -3.337, 3.254], [2.650, -3.332, 1.968], [1.984, -2.526, 0.777], [0.690, -1.917, 1.100], [1.955, -3.560, -0.430], [1.114, -4.712, -0.301], [3.139, -1.555, 0.345], [2.991, -0.830, -0.899], [1.051, -3.845, 3.203], [2.676, -3.875, 3.925], [1.866, -2.322, 3.617], [0.109, -4.421, 0.009], [1.542, -5.407, 0.422], [1.068, -5.188, -1.277], [2.043, -0.305, -0.920], [3.057, -1.512, -1.743], [3.802, -0.113, -0.950], [4.965, -6.453, -7.111], [4.592, -5.299, -6.340], [3.722, -5.494, -5.033], [3.293, -6.871, -4.779], [2.541, -4.440, -5.180], [1.585, -4.659, -6.222], [4.620, -4.813, -3.935], [4.045, -4.597, -2.635], [4.085, -6.924, -7.544], [5.618, -6.095, -7.903], [5.496, -7.174, -6.494], [1.210, -5.683, -6.193], [2.038, -4.454, -7.193], [0.764, -3.968, -6.054], [3.669, -5.535, -2.226], [3.241, -3.867, -2.693], [4.833, -4.212, -1.994]],
  "lowdin_charge": [0.06, -0.28, 0.00, -0.07, -0.03, -0.36, -0.24, 1.00, -0.22, -0.30, 0.11, 0.12, 0.10, 0.11, -0.08, -0.23, 0.32, -0.23, -0.23, -0.08, -0.20, -0.07, 0.09, 0.09, 0.09, 0.09, 0.09, 0.09, 0.09, 0.09, 0.09, -0.08, -0.21, 0.34, -0.22, -0.21, -0.05, -0.20, -0.08, 0.09, 0.09, 0.09, 0.08, 0.10, 0.06, 0.09, 0.08, 0.09, -0.09, -0.21, 0.33, -0.23, -0.23, -0.08, -0.20, -0.08, 0.09, 0.09, 0.09, 0.09, 0.09, 0.09, 0.05, 0.08, 0.09, -0.09, -0.21, 0.33, -0.23, -0.22, -0.09, -0.20, -0.08, 0.09, 0.09, 0.09, 0.09, 0.09, 0.09, 0.09, 0.07, 0.10]
}

***

no.,DFT total energy (eV)
1,-59468.735
2,-68255.761
3,-105102.503